{
  "formula": "C14H42BIO14S",
  "method": "the ωB97M-V functional and the def2-TZVPD basis",
  "symbols": ["C", "C", "C", "C", "C", "C", "B", "O", "O", "O", "S", "O", "O", "O", "C", "O", "I", "H", "H", "H", "H", "H", "H", "H", "H", "H", "H", "H", "H", "H", "H", "C", "O", "H", "H", "H", "H", "C", "O", "H", "H", "H", "H", "C", "O", "H", "H", "H", "H", "C", "O", "H", "H", "H", "H", "C", "O", "H", "H", "H", "H", "C", "O", "H", "H", "H", "H", "C", "O", "H", "H", "H", "H"],
  "xyz": [[2.17, -0.61, 0.35], [1.05, -0.82, -0.68], [0.61, 0.47, -1.37], [-0.33, 1.41, -0.60], [-1.51, 0.75, 0.12], [-2.40, 0.01, -0.89], [-2.68, -1.53, -0.57], [-3.80, -1.91, 0.09], [-1.78, -2.47, -1.02], [-1.16, 0.03, 1.32], [-0.73, 1.08, 2.45], [-1.24, 0.63, 3.69], [0.65, 1.39, 2.44], [-1.48, 2.35, 1.83], [-2.36, 1.88, 0.76], [-2.65, 2.95, 0.00], [-4.11, 1.11, 1.87], [2.28, 0.43, 0.64], [2.03, -1.23, 1.23], [3.11, -0.92, -0.09], [1.48, -1.45, -1.46], [0.23, -1.39, -0.26], [0.20, 0.22, -2.35], [1.52, 1.03, -1.56], [0.25, 2.06, 0.05], [-0.78, 2.05, -1.36], [-3.37, 0.50, -0.96], [-1.95, 0.09, -1.87], [-4.46, -1.21, -0.06], [-1.38, -2.92, -0.25], [-2.81, 2.66, -0.91], [-5.38, -0.59, -3.44], [-5.48, -0.73, -2.03], [-4.93, 0.38, -3.65], [-4.75, -1.37, -3.87], [-6.37, -0.63, -3.91], [-5.88, -1.59, -1.85], [-1.99, 6.21, 2.44], [-1.01, 5.48, 1.72], [-1.90, 7.25, 2.15], [-3.00, 5.86, 2.19], [-1.84, 6.13, 3.52], [-1.09, 4.56, 1.97], [3.41, -0.50, 4.40], [2.20, -0.79, 3.72], [3.94, -1.43, 4.55], [4.04, 0.18, 3.82], [3.20, -0.06, 5.39], [1.73, 0.04, 3.58], [-1.76, -1.24, -4.60], [-2.08, 0.12, -4.31], [-1.89, -1.81, -3.68], [-2.41, -1.65, -5.38], [-0.72, -1.34, -4.92], [-1.96, 0.64, -5.11], [-0.27, -4.89, 1.98], [-0.23, -3.86, 1.00], [-0.55, -5.81, 1.47], [0.71, -5.02, 2.44], [-1.01, -4.68, 2.75], [0.03, -3.04, 1.45], [4.57, -2.46, -2.89], [3.90, -1.32, -2.36], [4.78, -3.12, -2.06], [3.94, -2.98, -3.62], [5.51, -2.18, -3.37], [3.72, -0.72, -3.09], [6.36, 1.64, 2.33], [5.14, 1.37, 1.65], [6.88, 0.69, 2.44], [6.99, 2.32, 1.76], [6.18, 2.06, 3.32], [4.67, 2.20, 1.55]],
  "lowdin_charge": [-0.076, -0.226, -0.162, -0.092, -0.433, -0.008, -0.717, 0.143, 0.145, -0.157, 0.563, -0.220, -0.216, -0.225, -0.822, 0.038, 1.088, 0.063, 0.056, 0.056, 0.097, 0.067, 0.100, 0.118, 0.120, 0.128, 0.084, 0.094, 0.040, 0.073, 0.133, -0.128, -0.129, 0.077, 0.076, 0.079, 0.088, -0.158, -0.124, 0.075, 0.076, 0.076, 0.039, -0.146, -0.137, 0.077, 0.061, 0.077, 0.028, -0.139, -0.140, 0.071, 0.077, 0.079, 0.079, -0.121, -0.128, 0.081, 0.082, 0.083, 0.080, -0.147, -0.131, 0.080, 0.076, 0.075, 0.078, -0.166, -0.131, 0.078, 0.074, 0.074, 0.075],
  "total_energy_ha": -2332.671924,
  "multiplicity": 1,
  "e_above_lowest_kcal_mol": 13.5,
  "gap_ev": 9.787,
  "e_homo_ev": -9.595,
  "fmax_ev_per_a": 1.9,
  "smiles": "CCCC[C@@]1(CB(O)O)OS(=O)(=O)O[C@]1(O)I.CO.CO.CO.CO.CO.CO.CO"
}

{
  "formula": "C25H55Ca3N2O14P2",
  "method": "the ωB97M-V functional and the def2-TZVPD basis",
  "symbols": ["Ca", "Ca", "Ca", "P", "O", "O", "O", "O", "P", "O", "O", "O", "O", "O", "C", "O", "O", "H", "C", "C", "C", "O", "C", "H", "H", "H", "H", "H", "H", "H", "H", "C", "C", "C", "O", "C", "H", "H", "H", "H", "H", "H", "H", "H", "C", "C", "C", "O", "C", "H", "H", "H", "H", "H", "H", "H", "H", "C", "C", "N", "C", "C", "C", "C", "H", "H", "H", "H", "H", "H", "H", "H", "H", "H", "H", "H", "H", "H", "H", "C", "C", "N", "C", "C", "C", "C", "H", "H", "H", "H", "H", "H", "H", "H", "H", "H", "H", "H", "H", "H", "H"],
  "xyz": [[0.39, 2.27, 1.25], [2.53, -0.75, -2.47], [-0.17, -0.86, 0.06], [2.14, 0.88, -0.37], [0.65, 1.07, -0.60], [1.99, -0.71, -0.35], [2.41, 1.52, 1.01], [2.89, 1.22, -1.68], [-1.92, 0.61, 1.66], [-0.46, 0.38, 1.96], [-2.22, -0.14, 0.35], [-1.83, 2.13, 1.37], [-2.92, 0.57, 2.84], [-0.05, -3.98, -3.43], [0.76, -3.03, -2.93], [1.90, -2.83, -3.39], [0.37, -2.20, -2.12], [0.43, -4.26, -4.21], [-0.57, 1.05, -5.54], [-0.02, 2.31, -5.10], [0.74, 2.03, -3.77], [1.00, 0.63, -3.86], [-0.24, 0.08, -4.44], [-0.22, 0.69, -6.51], [-1.64, 1.09, -5.77], [-0.84, 3.02, -5.02], [0.64, 2.74, -5.86], [0.20, 2.19, -2.84], [1.68, 2.58, -3.68], [-0.98, 0.04, -3.64], [-0.17, -0.94, -4.83], [5.34, -1.68, 0.59], [5.18, -3.11, 0.18], [4.46, -2.98, -1.16], [4.58, -1.60, -1.55], [5.54, -1.01, -0.73], [6.20, -1.59, 1.25], [4.40, -1.41, 1.07], [4.66, -3.75, 0.90], [6.06, -3.73, 0.02], [3.44, -3.36, -1.03], [4.93, -3.68, -1.85], [5.17, 0.01, -0.81], [6.57, -1.10, -1.08], [-6.39, -2.09, 3.04], [-5.26, -2.50, 2.11], [-5.47, -1.43, 1.03], [-6.85, -1.13, 0.96], [-7.50, -1.81, 1.99], [-6.18, -1.22, 3.67], [-6.73, -2.88, 3.70], [-5.50, -3.46, 1.65], [-4.23, -2.37, 2.44], [-5.05, -1.70, 0.07], [-4.94, -0.56, 1.41], [-8.09, -2.68, 1.69], [-8.22, -1.13, 2.45], [0.73, 7.30, 1.35], [0.40, 5.83, 1.62], [0.93, 4.80, 0.63], [2.38, 5.04, 0.40], [3.16, 4.77, 1.70], [0.26, 4.85, -0.76], [-1.26, 4.42, -0.85], [0.33, 7.68, 0.41], [1.74, 7.66, 1.57], [0.12, 7.98, 1.95], [0.61, 5.65, 2.67], [-0.69, 5.78, 1.58], [2.87, 4.39, -0.32], [2.53, 6.09, 0.14], [2.78, 5.34, 2.55], [3.00, 3.74, 2.03], [4.23, 4.90, 1.55], [0.77, 4.14, -1.41], [0.45, 5.84, -1.18], [-1.63, 4.65, -1.85], [-1.90, 5.04, -0.22], [-1.51, 3.37, -0.74], [1.78, -2.57, 2.44], [0.97, -3.58, 1.57], [-0.36, -3.07, 1.22], [-1.15, -2.73, 2.45], [-1.71, -3.99, 3.24], [-1.07, -4.05, 0.39], [-2.31, -3.41, -0.08], [2.73, -2.40, 1.94], [2.07, -2.87, 3.44], [1.36, -1.57, 2.48], [1.48, -3.83, 0.64], [0.90, -4.49, 2.17], [-0.54, -2.09, 3.07], [-1.91, -1.99, 2.17], [-0.96, -4.76, 3.43], [-2.21, -3.85, 4.19], [-2.40, -4.46, 2.54], [-1.24, -4.96, 0.98], [-0.40, -4.32, -0.42], [-2.93, -3.07, 0.75], [-2.75, -4.11, -0.79], [-2.22, -2.52, -0.69]],
  "lowdin_charge": [1.383, 1.496, 1.363, -0.019, -0.588, -0.620, -0.466, -0.473, -0.149, -0.596, -0.493, -0.540, -0.409, 0.128, -0.845, -0.131, -0.068, 0.110, -0.210, -0.164, -0.168, -0.246, -0.146, 0.112, 0.119, 0.112, 0.109, 0.104, 0.118, 0.136, 0.124, -0.150, -0.179, -0.174, -0.256, -0.201, 0.121, 0.105, 0.109, 0.106, 0.110, 0.120, 0.121, 0.128, -0.160, -0.171, -0.212, -0.124, -0.238, 0.119, 0.097, 0.112, 0.097, 0.115, 0.105, 0.105, 0.106, -0.107, -0.218, -0.212, -0.256, -0.085, -0.195, -0.068, 0.068, 0.067, 0.067, 0.106, 0.107, 0.115, 0.095, 0.057, 0.050, 0.074, 0.089, 0.098, 0.059, 0.063, 0.053, -0.060, -0.226, -0.256, -0.208, -0.055, -0.273, -0.082, 0.036, 0.074, 0.063, 0.103, 0.101, 0.098, 0.067, 0.056, 0.071, 0.049, 0.107, 0.107, 0.054, 0.088, 0.064],
  "total_energy_ha": -4864.659716,
  "multiplicity": 1,
  "e_above_lowest_kcal_mol": 69.4,
  "gap_ev": 5.487,
  "e_homo_ev": -3.502,
  "fmax_ev_per_a": 6.9,
  "charge": -1
}

{
  "formula": "C10H36BaN6O7",
  "method": "the ωB97M-V functional and the def2-TZVPD basis",
  "symbols": ["Ba", "C", "O", "N", "N", "H", "H", "H", "H", "C", "O", "N", "N", "H", "H", "H", "H", "C", "C", "C", "O", "C", "N", "H", "H", "H", "H", "H", "H", "H", "H", "H", "H", "H", "C", "C", "C", "O", "C", "N", "H", "H", "H", "H", "H", "H", "H", "H", "H", "H", "H", "O", "H", "H", "O", "H", "H", "O", "H", "H"],
  "xyz": [[0.53, -0.52, -0.43], [2.75, -3.37, 1.26], [2.38, -2.35, 0.68], [2.23, -4.61, 1.01], [3.71, -3.33, 2.22], [1.77, -4.73, 0.14], [2.66, -5.38, 1.48], [4.16, -2.47, 2.45], [4.04, -4.16, 2.69], [-0.38, 3.14, -0.35], [0.08, 2.08, 0.09], [0.37, 4.08, -1.00], [-1.68, 3.46, -0.20], [0.00, 5.01, -1.07], [1.31, 3.87, -1.26], [-2.28, 2.84, 0.32], [-2.05, 4.29, -0.63], [-3.91, 0.98, -2.57], [-2.60, 0.21, -2.51], [-1.49, 1.00, -3.20], [-0.22, 0.50, -2.85], [0.83, 1.19, -3.49], [-2.28, -0.18, -1.10], [-4.29, 1.07, -3.59], [-3.77, 1.98, -2.15], [-4.70, 0.45, -2.04], [-2.68, -0.74, -3.04], [-1.55, 2.05, -2.88], [-1.68, 1.01, -4.27], [1.76, 0.64, -3.46], [1.04, 2.16, -3.00], [0.53, 1.49, -4.50], [-2.55, 0.61, -0.52], [-2.95, -0.90, -0.82], [-1.98, 0.31, 3.99], [-1.04, 0.32, 2.78], [0.42, 0.39, 3.22], [1.27, 0.36, 2.11], [2.63, 0.47, 2.50], [-1.25, -0.81, 1.86], [-2.30, -0.71, 4.24], [-2.89, 0.89, 3.82], [-1.54, 0.70, 4.91], [-1.26, 1.25, 2.23], [0.56, -0.47, 3.90], [0.56, 1.29, 3.82], [2.73, 1.21, 3.30], [3.20, 0.86, 1.65], [3.06, -0.46, 2.87], [-2.23, -0.86, 1.60], [-1.09, -1.64, 2.43], [-0.69, -2.92, -0.47], [-1.33, -2.91, -1.20], [-0.84, -3.77, -0.04], [1.69, -2.32, -2.22], [1.42, -3.20, -1.92], [2.21, -2.47, -3.01], [2.89, 0.81, -1.17], [3.77, 0.52, -1.40], [2.93, 1.77, -1.20]],
  "lowdin_charge": [2.077, -0.639, -0.116, 0.176, 0.185, 0.096, 0.112, 0.105, 0.116, -0.640, -0.153, 0.192, 0.190, 0.120, 0.104, 0.104, 0.118, -0.043, -0.392, -0.196, -0.349, -0.093, -0.035, 0.096, 0.077, 0.089, 0.147, 0.128, 0.146, 0.081, 0.078, 0.107, 0.060, 0.082, -0.040, -0.427, -0.209, -0.333, -0.076, -0.032, 0.085, 0.082, 0.088, 0.119, 0.149, 0.141, 0.103, 0.087, 0.080, 0.075, 0.094, -0.184, 0.058, 0.074, -0.156, 0.027, 0.073, -0.146, 0.080, 0.055],
  "total_energy_ha": -1283.071508,
  "multiplicity": 1,
  "gap_ev": 10.289,
  "e_homo_ev": -15.186,
  "fmax_ev_per_a": 1.3,
  "charge": 2
}

{
  "formula": "C20H18ClN2O5",
  "method": "the ωB97M-V functional and the def2-TZVPD basis",
  "symbols": ["C", "O", "C", "C", "C", "C", "C", "C", "C", "O", "N", "C", "C", "O", "N", "C", "C", "O", "C", "C", "H", "H", "H", "H", "H", "H", "H", "H", "H", "H", "H", "H", "H", "H", "Cl", "C", "C", "C", "C", "O", "C", "C", "H", "H", "H", "H"],
  "xyz": [[4.30, -4.89, -0.36], [4.65, -3.58, -0.81], [3.62, -2.70, -0.88], [3.98, -1.40, -1.26], [3.01, -0.40, -1.27], [1.68, -0.68, -0.88], [0.59, 0.43, -0.81], [0.53, 1.26, 0.40], [-0.35, 2.39, 0.25], [-0.69, 2.87, -0.84], [-0.94, 2.87, 1.44], [-1.93, 3.92, 1.29], [-1.03, 2.08, 2.59], [-1.84, 2.30, 3.50], [-0.13, 1.03, 2.67], [-0.17, 0.27, 3.90], [0.87, 0.74, 1.70], [1.80, -0.01, 2.04], [1.36, -1.96, -0.46], [2.29, -3.00, -0.47], [5.22, -5.44, -0.44], [3.96, -4.86, 0.68], [3.52, -5.33, -0.98], [5.02, -1.24, -1.54], [3.30, 0.61, -1.56], [0.58, 1.04, -1.72], [-2.38, 4.10, 2.27], [-1.42, 4.83, 0.92], [-2.70, 3.63, 0.55], [0.37, -0.67, 3.73], [0.32, 0.85, 4.72], [-1.23, 0.09, 4.16], [0.33, -2.18, -0.13], [2.00, -4.00, -0.14], [-6.04, 1.56, -2.71], [-4.47, 0.99, -2.26], [-4.25, 0.52, -0.96], [-2.95, 0.19, -0.54], [-1.88, 0.15, -1.46], [-0.73, -0.46, -1.02], [-2.10, 0.65, -2.76], [-3.39, 1.01, -3.16], [-5.07, 0.48, -0.23], [-2.72, -0.06, 0.49], [-1.27, 0.70, -3.47], [-3.61, 1.33, -4.19]],
  "lowdin_charge": [-0.094, -0.102, -0.292, -0.017, -0.017, -0.153, -0.118, -0.065, -0.420, 0.016, 0.015, -0.037, -0.433, 0.023, 0.001, -0.040, -0.368, 0.028, -0.035, -0.014, 0.081, 0.092, 0.087, 0.110, 0.115, 0.136, 0.079, 0.090, 0.095, 0.087, 0.099, 0.088, 0.125, 0.097, 0.613, -0.699, -0.110, -0.004, -0.295, -0.083, -0.003, -0.111, 0.098, 0.120, 0.118, 0.098],
  "total_energy_ha": -1718.930462,
  "multiplicity": 1,
  "gap_ev": 7.036,
  "e_homo_ev": -4.256,
  "fmax_ev_per_a": 1.8,
  "charge": -1,
  "smiles": "COc1ccc([C@@H](Oc2ccc(Cl)cc2)c2c([O-])n(C)c(=O)n(C)c2=O)cc1"
}